{"formula": "C55H124N6O9", "method": "ωB97M-V with the def2-TZVPD basis set", "homo_energy_ha": -0.290, "gap_ev": 8.1, "total_energy_ev": -86406.418, "smiles": "CC1(C)CCCC(C)(C)N1O.CC1(C)CCCC(C)(C)N1O.CC1(C)CCCC(C)(C)N1O.CC1(C)CCCC(C)(C)N1O.CC1(C)CCCC(C)(C)N1O.COC[C@H](C)N.CCO.CCO.CCO", "symbols": ["C", "C", "C", "C", "C", "C", "C", "C", "C", "N", "O", "H", "H", "H", "H", "H", "H", "H", "H", "H", "H", "H", "H", "H", "H", "H", "H", "H", "H", "H", "C", "C", "C", "C", "C", "C", "C", "C", "C", "N", "O", "H", "H", "H", "H", "H", "H", "H", "H", "H", "H", "H", "H", "H", "H", "H", "H", "H", "H", "H", "C", "C", "C", "C", "C", "C", "C", "C", "C", "N", "O", "H", "H", "H", "H", "H", "H", "H", "H", "H", "H", "H", "H", "H", "H", "H", "H", "H", "H", "H", "C", "C", "C", "C", "C", "C", "C", "C", "C", "N", "O", "H", "H", "H", "H", "H", "H", "H", "H", "H", "H", "H", "H", "H", "H", "H", "H", "H", "H", "H", "C", "C", "C", "C", "C", "C", "C", "C", "C", "N", "O", "H", "H", "H", "H", "H", "H", "H", "H", "H", "H", "H", "H", "H", "H", "H", "H", "H", "H", "H", "C", "O", "C", "C", "C", "N", "H", "H", "H", "H", "H", "H", "H", "H", "H", "H", "H", "C", "C", "O", "H", "H", "H", "H", "H", "H", "C", "C", "O", "H", "H", "H", "H", "H", "H", "C", "C", "O", "H", "H", "H", "H", "H", "H"], "xyz": [[-9.38609, 28.55271, -9.20138], [-8.42181, 27.73573, -8.35285], [-7.02678, 28.34200, -8.48250], [-8.92823, 27.80128, -6.92686], [-8.21152, 26.90180, -5.92440], [-8.50506, 25.48730, -6.41015], [-8.10990, 25.25273, -7.87500], [-6.57347, 25.05186, -7.85074], [-8.71254, 23.91382, -8.30780], [-8.53896, 26.33359, -8.75404], [-7.98618, 26.17425, -10.05996], [-9.35281, 29.58645, -8.85306], [-9.15768, 28.47103, -10.26085], [-10.39700, 28.17788, -9.03407], [-6.79179, 28.62875, -9.50786], [-6.98271, 29.25536, -7.88058], [-6.20791, 27.71808, -8.12820], [-8.97084, 28.84359, -6.56778], [-10.01567, 27.63785, -6.86848], [-7.14494, 27.13467, -5.96769], [-8.61081, 27.07802, -4.92823], [-9.59054, 25.34642, -6.30312], [-8.08173, 24.69250, -5.79041], [-6.21434, 24.96595, -8.88229], [-6.32365, 24.08548, -7.42422], [-6.04406, 25.84212, -7.32765], [-8.91849, 23.93645, -9.39207], [-9.71714, 23.73390, -7.91600], [-8.07326, 23.03656, -8.23968], [-8.57812, 25.54012, -10.47659], [-12.19485, 17.29306, -5.85029], [-10.82937, 16.66528, -6.14154], [-11.01442, 15.15231, -6.09636], [-10.40647, 17.10042, -7.53216], [-8.92373, 16.81351, -7.79233], [-8.10387, 17.51360, -6.71813], [-8.46090, 17.19614, -5.27219], [-7.83282, 15.85926, -4.85573], [-7.89444, 18.29039, -4.38723], [-9.91431, 17.20254, -5.14673], [-10.30524, 16.80495, -3.83524], [-12.91545, 17.13576, -6.65612], [-12.67436, 16.95882, -4.92974], [-12.04975, 18.37471, -5.74202], [-10.09411, 14.57264, -6.23323], [-11.39253, 14.80471, -5.13209], [-11.68724, 14.76826, -6.86775], [-10.96379, 16.51327, -8.26449], [-10.65610, 18.14641, -7.73924], [-8.78729, 15.73233, -7.81620], [-8.65567, 17.21802, -8.76778], [-7.97256, 18.57855, -6.91133], [-7.10778, 17.09712, -6.94033], [-6.78074, 15.86725, -5.13766], [-8.28131, 15.00771, -5.37289], [-8.02848, 15.67514, -3.80083], [-8.26780, 19.25924, -4.72647], [-6.80445, 18.25303, -4.39233], [-8.19909, 18.18344, -3.34419], [-10.70232, 17.61008, -3.48910], [-17.95053, 17.07896, -9.52394], [-16.92516, 17.45000, -10.60348], [-17.61283, 18.03399, -11.84347], [-16.02574, 18.53315, -9.99432], [-14.68194, 18.66956, -10.70840], [-13.99734, 17.29159, -10.87833], [-14.82971, 16.17295, -11.47257], [-14.71989, 16.18874, -13.00988], [-14.23784, 14.82490, -11.01632], [-16.18988, 16.28101, -11.04219], [-17.00959, 15.18889, -11.36834], [-17.40024, 16.70232, -8.65847], [-18.48412, 17.98966, -9.24820], [-18.66800, 16.31580, -9.81766], [-18.10514, 17.27771, -12.45434], [-18.29995, 18.86162, -11.63189], [-16.87375, 18.48219, -12.52488], [-16.58916, 19.44043, -10.22086], [-15.85427, 18.44290, -8.92224], [-14.90676, 19.16719, -11.65199], [-13.93522, 19.20271, -10.11860], [-13.64011, 17.00516, -9.88309], [-13.10300, 17.47747, -11.48143], [-13.69784, 16.36922, -13.34572], [-15.37824, 16.95958, -13.42292], [-15.10671, 15.27011, -13.45408], [-14.59685, 13.99036, -11.62168], [-14.51829, 14.58650, -9.98143], [-13.14979, 14.83160, -11.04071], [-16.72022, 14.48828, -10.77071], [-3.75579, 23.54649, -6.17786], [-3.81823, 22.02053, -6.13210], [-3.51518, 21.52848, -4.70512], [-5.27940, 21.69060, -6.48757], [-5.49269, 20.18198, -6.73111], [-4.52747, 19.72243, -7.82089], [-3.05328, 20.09813, -7.60428], [-2.49230, 19.10467, -6.57684], [-2.34872, 19.92510, -8.91847], [-2.99267, 21.50409, -7.21752], [-1.63663, 21.83362, -6.91280], [-4.69877, 23.96746, -5.81992], [-2.95355, 24.07424, -5.65804], [-3.67876, 23.90165, -7.21280], [-4.24649, 20.83312, -4.28744], [-2.51316, 21.11874, -4.60662], [-3.57056, 22.38933, -4.03101], [-5.85098, 21.94247, -5.59325], [-5.50627, 22.15720, -7.44577], [-5.41176, 19.56204, -5.83948], [-6.52451, 20.18269, -7.08986], [-4.89504, 20.18120, -8.74650], [-4.67194, 18.64322, -7.90270], [-1.40931, 19.14365, -6.46017], [-2.73430, 18.07378, -6.85142], [-2.96576, 19.23738, -5.60358], [-1.31211, 20.26570, -8.96839], [-2.81608, 20.50523, -9.72586], [-2.39956, 18.89227, -9.26949], [-1.36815, 22.40775, -7.63677], [-12.22206, 22.71528, -16.70109], [-11.90163, 21.31037, -17.28523], [-11.84153, 21.45450, -18.80547], [-10.47597, 20.93678, -16.82782], [-10.42358, 20.32252, -15.44318], [-11.47297, 19.21979, -15.27875], [-12.90096, 19.68632, -15.60759], [-13.78468, 18.43907, -15.65896], [-13.40037, 20.59935, -14.45717], [-12.82474, 20.24888, -16.94502], [-14.12430, 20.55787, -17.43333], [-12.21079, 22.71217, -15.61350], [-11.51098, 23.45134, -17.06910], [-13.21953, 22.98341, -17.05981], [-11.71696, 20.45812, -19.24462], [-12.77568, 21.85130, -19.20898], [-11.01477, 22.07756, -19.13934], [-10.08167, 20.18951, -17.53234], [-9.79201, 21.77861, -16.92737], [-9.44982, 19.85456, -15.26894], [-10.50476, 21.11142, -14.68925], [-11.38302, 18.72460, -14.30855], [-11.21359, 18.46703, -16.03431], [-13.34821, 17.64262, -16.26362], [-14.78053, 18.66082, -16.05054], [-13.98148, 18.03909, -14.66270], [-13.69252, 19.94864, -13.63491], [-14.12229, 21.33469, -14.80817], [-12.55237, 21.17256, -14.06821], [-14.16000, 20.07132, -18.26271], [-10.68615, 23.09879, -11.56550], [-9.47624, 22.53577, -12.02144], [-9.46176, 21.12693, -12.01871], [-9.21359, 20.48308, -10.67537], [-7.77569, 20.62795, -10.25710], [-9.54864, 19.05742, -10.70934], [-10.50807, 24.16146, -11.41447], [-11.06830, 22.71726, -10.60927], [-11.47301, 22.90885, -12.30702], [-10.25207, 20.65123, -12.62069], [-8.60032, 20.85520, -12.65320], [-9.83549, 20.98174, -9.90918], [-7.47853, 20.10966, -9.34398], [-7.43594, 21.66733, -10.22488], [-7.13033, 20.21724, -11.04899], [-10.50651, 18.82202, -10.93862], [-9.37257, 18.68336, -9.78479], [-7.64753, 17.40526, -13.98509], [-8.48164, 16.35517, -13.31247], [-8.17131, 15.10436, -13.90455], [-7.99318, 18.41153, -13.74276], [-7.73718, 17.26164, -15.06368], [-6.59997, 17.33394, -13.69777], [-9.56568, 16.55403, -13.33318], [-8.33644, 16.30413, -12.22144], [-8.54592, 14.40032, -13.36936], [-4.41607, 23.09579, -11.15112], [-4.68955, 22.20136, -12.35011], [-4.14787, 20.92346, -12.06017], [-4.86711, 22.61246, -10.27632], [-4.98086, 24.02594, -11.23768], [-3.34828, 23.20276, -10.99212], [-4.27722, 22.61441, -13.28218], [-5.76070, 22.15378, -12.59803], [-3.82112, 20.44913, -12.82707], [-15.17325, 23.83792, -10.97061], [-14.82057, 22.50596, -11.60356], [-15.98281, 21.68051, -11.50772], [-14.29885, 24.48366, -10.95755], [-15.54310, 23.67903, -9.95463], [-16.02337, 24.24588, -11.51445], [-13.95383, 21.94799, -11.22987], [-14.63473, 22.66387, -12.67641], [-16.00744, 20.92399, -12.09787]], "forces_ev_per_angstrom": [[-0.3, -0.1, 0.2], [-0.1, -0.3, 0.0], [0.5, 0.4, 0.2], [-0.9, 1.2, 1.3], [-0.2, 0.0, -1.0], [-0.9, 0.2, 0.3], [1.7, -0.8, 1.1], [-0.1, -0.3, -1.0], [-1.0, 0.2, -1.8], [-1.0, -0.3, -0.1], [0.3, 0.0, 0.2], [0.0, 0.1, -0.3], [0.1, 0.2, 0.0], [0.0, 0.0, -0.1], [-0.1, -0.2, -0.1], [-0.1, 0.0, -0.1], [-0.2, -0.2, 0.0], [0.8, 0.0, -0.3], [0.2, -0.8, -0.4], [0.0, -0.1, 0.3], [0.2, -0.1, 0.1], [0.0, 0.1, -0.1], [0.3, 0.1, -0.1], [0.1, 0.4, 0.1], [-0.1, 0.1, 0.4], [0.1, 0.0, 0.0], [0.2, 0.1, 0.1], [0.2, -0.1, 0.5], [0.1, 0.1, 0.7], [-0.1, 0.1, -0.1], [-0.3, 0.8, 0.1], [-1.0, -0.4, 0.2], [0.5, -1.2, 0.2], [0.5, -0.4, -0.8], [-1.2, 0.9, 0.5], [1.5, -1.0, -1.1], [-0.1, -0.6, -0.1], [-0.4, -0.3, -0.3], [-0.1, 0.3, 0.4], [-0.1, 1.0, 0.1], [0.1, -0.1, -0.3], [0.1, -0.1, -0.1], [0.2, -0.3, 0.0], [-0.1, -0.1, -0.1], [0.1, 0.3, -0.1], [-0.1, 0.3, 0.0], [-0.2, 0.4, 0.0], [-0.4, 0.0, 0.1], [0.2, 0.1, 0.3], [0.3, 0.0, 0.1], [0.2, -0.2, -0.1], [-0.6, 0.1, 0.1], [0.2, 0.4, 0.6], [0.1, 0.0, 0.5], [0.0, 0.2, -0.2], [0.4, 0.1, 0.1], [0.2, 0.1, 0.0], [0.0, 0.2, -0.2], [-0.1, -0.2, -0.1], [0.0, 0.0, 0.2], [0.3, 0.0, 0.0], [-0.5, -0.3, -0.5], [0.0, 0.8, -0.7], [0.4, 0.4, -0.6], [-0.1, -1.2, 0.1], [0.0, 1.1, 0.3], [0.4, -0.7, -1.0], [-0.6, 0.3, -0.3], [-0.2, -0.3, 0.6], [0.3, -0.2, 1.9], [0.2, 0.0, -0.5], [-0.1, 0.1, 0.1], [-0.1, -0.1, 0.1], [0.0, 0.1, -0.2], [-0.2, -0.1, 0.3], [-0.2, -0.3, 0.2], [0.1, -0.1, 0.2], [0.1, 0.3, 0.7], [-0.3, -0.3, 0.1], [0.6, 0.0, -0.2], [-0.4, 0.7, -0.1], [-0.1, -0.1, 0.0], [0.0, -0.4, -0.1], [0.0, -0.2, 0.0], [0.3, 0.2, 0.1], [0.2, -0.1, 0.1], [0.1, 0.1, -0.1], [0.0, 0.3, 0.0], [0.1, 0.1, -0.2], [-0.2, 0.0, 0.1], [0.1, 1.0, -0.6], [-0.7, 0.2, 0.1], [0.1, 0.5, 0.5], [1.1, -1.7, 0.6], [0.3, 1.1, -0.3], [-1.2, 0.2, -0.1], [-0.5, -0.9, 0.6], [0.0, -0.3, 0.5], [0.3, 0.3, -1.6], [0.3, 0.3, -0.2], [0.1, -0.1, 0.1], [0.1, -0.1, 0.3], [0.2, -0.6, 0.3], [-0.1, -0.3, 0.0], [0.1, -0.3, -0.4], [0.0, 0.0, 0.0], [0.1, 0.0, 0.0], [-0.5, 0.7, -0.5], [-0.4, 0.5, 0.3], [-0.1, 0.1, 0.2], [0.0, -0.8, 0.0], [0.3, -0.1, -0.1], [0.5, 0.0, -0.4], [0.0, 0.3, 0.0], [0.0, 0.1, -0.3], [0.2, 0.1, 0.0], [0.1, -0.3, 0.6], [-0.3, 0.0, 0.3], [0.1, -0.1, 0.2], [0.0, 0.0, 0.0], [-0.7, -0.7, -0.2], [1.3, 1.6, 0.2], [-0.6, -0.6, -0.3], [0.0, -1.2, -0.4], [0.1, 0.0, 0.5], [0.5, 0.2, -0.8], [0.2, -0.5, 0.9], [-0.6, -0.1, 0.0], [1.0, 0.2, -0.5], [0.0, -0.5, -0.4], [0.0, 0.4, 0.2], [0.0, 0.1, 0.0], [0.1, 0.0, 0.0], [0.0, 0.2, 0.2], [0.1, 0.1, 0.0], [0.1, 0.2, 0.1], [0.0, 0.1, 0.2], [-0.2, 0.0, 0.0], [-0.2, 0.2, 0.1], [0.1, 0.2, -0.1], [-0.2, -0.1, 0.0], [-0.3, 0.2, 0.1], [-0.1, -0.1, 0.1], [0.1, 0.1, -0.1], [0.1, 0.1, -0.1], [0.4, 0.1, -0.1], [-0.6, 0.2, 0.0], [-0.5, -0.3, 0.3], [-0.1, 0.1, 0.0], [-0.1, -0.1, 0.0], [-0.4, -0.1, -0.1], [-0.2, -0.2, 0.5], [1.2, -0.6, -1.4], [-1.1, 0.0, 1.1], [1.4, 0.1, -0.9], [0.4, -0.3, -0.1], [-0.2, 0.1, -0.3], [0.4, -0.2, 0.0], [0.0, 0.3, 0.0], [-0.7, 0.4, 0.7], [0.0, 0.2, 0.2], [0.0, 0.2, -0.2], [-0.4, 0.1, 0.2], [-0.4, 0.1, 0.3], [-0.2, -0.3, 0.1], [-0.1, 0.4, 0.0], [0.0, -0.1, -0.1], [-0.2, 0.3, -0.1], [-0.7, -0.3, 1.2], [0.0, -0.2, -0.2], [0.0, 0.0, 0.1], [0.1, 0.1, 0.0], [0.0, -0.1, 0.0], [0.1, 0.2, -0.7], [0.6, 0.2, -0.2], [0.0, 0.0, 0.0], [-1.1, -0.6, -0.1], [0.0, 0.4, -0.7], [0.0, -0.3, 0.4], [0.3, -0.1, 0.1], [0.5, 0.3, -0.2], [0.0, 0.3, 0.0], [0.4, 0.0, 0.3], [0.0, -0.2, 0.5], [-0.2, 0.3, -0.2], [0.0, -0.8, 0.4], [-0.5, -0.6, -1.4], [-0.6, 0.2, 0.7], [-0.1, 0.3, 0.0], [0.3, 0.0, 0.1], [0.3, 0.3, -0.2], [0.0, 0.4, 0.4], [0.2, 0.1, 0.1], [0.5, 0.2, -0.2]], "lowdin_charge": [-0.04, -0.54, -0.02, -0.17, -0.16, -0.15, -0.49, -0.03, -0.02, -0.08, -0.01, 0.09, 0.08, 0.08, 0.09, 0.09, 0.07, 0.12, 0.12, 0.10, 0.11, 0.12, 0.12, 0.08, 0.04, 0.07, 0.06, 0.09, 0.07, 0.08, -0.04, -0.53, -0.03, -0.15, -0.16, -0.14, -0.53, -0.02, -0.03, -0.09, -0.01, 0.08, 0.08, 0.09, 0.07, 0.09, 0.09, 0.11, 0.12, 0.12, 0.09, 0.10, 0.12, 0.09, 0.07, 0.08, 0.09, 0.08, 0.08, 0.10, -0.03, -0.51, -0.03, -0.13, -0.16, -0.13, -0.52, -0.03, -0.04, -0.13, 0.00, 0.09, 0.09, 0.08, 0.09, 0.09, 0.07, 0.10, 0.12, 0.08, 0.11, 0.11, 0.11, 0.08, 0.07, 0.08, 0.08, 0.09, 0.08, 0.10, -0.05, -0.51, -0.02, -0.14, -0.18, -0.13, -0.52, -0.03, -0.04, -0.08, -0.01, 0.07, 0.08, 0.09, 0.08, 0.08, 0.08, 0.13, 0.10, 0.09, 0.08, 0.11, 0.12, 0.09, 0.09, 0.06, 0.08, 0.07, 0.09, 0.10, -0.02, -0.52, -0.04, -0.14, -0.19, -0.13, -0.50, -0.03, -0.01, -0.09, -0.02, 0.06, 0.08, 0.08, 0.09, 0.08, 0.09, 0.12, 0.12, 0.10, 0.09, 0.12, 0.12, 0.09, 0.09, 0.04, 0.07, 0.09, 0.05, 0.11, -0.11, -0.17, -0.22, -0.43, -0.05, 0.07, 0.08, 0.08, 0.08, 0.11, 0.12, 0.13, 0.07, 0.07, 0.09, 0.07, 0.03, -0.08, -0.35, -0.08, 0.05, 0.08, 0.08, 0.10, 0.10, 0.08, -0.08, -0.33, -0.09, 0.06, 0.07, 0.08, 0.11, 0.10, 0.08, -0.08, -0.32, -0.10, 0.07, 0.08, 0.08, 0.10, 0.10, 0.05]}